Molecular formula: C4H8NO2
Method: DFT, ωB97M-V with the def2-TZVPD basis set

XYZ file:
```
15
Properties=species:S:1:pos:R:3:forces:R:3
O -1.32621 0.86743 -0.55469 -1.230 -0.630 -1.393
O -3.02543 -0.97730 0.09986 0.532 -0.463 0.248
N 1.80577 -0.50588 -0.08985 1.684 -3.675 -0.577
C 2.37034 -1.66844 -0.32425 -1.381 4.081 -1.281
C 1.05389 0.44166 0.00837 -0.385 -0.493 0.703
C 0.78899 1.84015 -0.01161 -1.733 2.953 -1.780
C -0.38460 0.97725 0.33967 1.028 0.107 1.589
H 0.51860 2.26788 -1.10699 1.290 -0.736 2.529
H 3.12443 -2.05900 0.28406 0.545 -0.588 1.525
H -1.98598 0.16832 -0.28082 -0.169 0.588 -0.075
H -0.68824 0.88633 1.38715 0.419 -0.067 -0.081
H -2.36126 -1.63655 -0.20916 -1.134 0.088 0.771
H -3.33606 -1.16905 1.01489 0.530 -0.154 -1.029
H 1.08676 2.54777 0.80428 0.378 -0.765 -1.117
H 2.35901 -1.98058 -1.36091 -0.375 -0.245 -0.033
```
Positions in Å, forces in eV/Å.

## Properties
* E: -362.06300 a.u.
* multiplicity: 1
* F_max: 0.08741 Eh/bohr
* net charge: +1
* energy relative to the best compared isomer or geometry (same formula, charge and spin): 395.1 kJ/mol

---

Molecular formula: C4H8NO2
Method: DFT, ωB97M-V with the def2-TZVPD basis set

XYZ file:
```
15
Properties=species:S:1:pos:R:3:forces:R:3
O -0.82787 -2.83119 3.85775 -0.605 -1.514 2.390
O -0.70520 -1.71337 1.89185 -0.290 1.342 -2.575
N -1.08754 0.15704 -0.15094 3.334 -0.720 0.182
C -0.07011 1.25629 0.17936 -0.986 -1.775 -0.721
C 0.99995 1.27547 -0.56095 2.951 1.636 -1.267
C -0.84521 -2.29709 2.86630 0.930 0.113 0.260
C 1.22727 0.35164 -1.74765 -3.078 -1.856 0.352
H -0.29946 1.74985 1.03455 -0.492 1.755 2.150
H 0.88031 -0.75347 -1.48306 1.515 1.824 -0.226
H 1.78248 2.13396 -0.41797 -1.601 -1.857 0.079
H -1.07649 0.31334 -1.15639 -0.920 -0.881 -0.268
H 0.31381 0.53691 -2.42257 1.804 0.249 -0.054
H -0.46698 -0.72773 0.10279 -2.519 1.562 -0.606
H 2.20723 0.35866 -2.24641 -0.701 0.167 0.245
H -2.03221 0.18968 0.25334 0.658 -0.046 0.057
```
Positions in Å, forces in eV/Å.

## Properties
* E: -362.16625 a.u.
* multiplicity: 1
* F_max: 0.07024 Eh/bohr
* net charge: +1
* energy relative to the best compared isomer or geometry (same formula, charge and spin): 124.0 kJ/mol

---

Molecular formula: C4H8NO2
Method: DFT, ωB97M-V with the def2-TZVPD basis set

XYZ file:
```
15
Properties=species:S:1:pos:R:3:forces:R:3
O -0.58267 0.98114 2.15469 0.122 -0.728 0.487
O -1.02441 -2.08499 0.76554 1.191 0.581 -1.895
N 0.04928 -1.31698 0.52068 0.231 1.288 0.408
C -0.30137 0.61621 0.94954 -2.900 -0.532 2.989
C 0.31632 -1.07851 -0.91535 1.256 -1.364 1.475
C -0.00354 1.30195 -0.22365 1.082 0.176 -2.241
C 0.86148 0.30050 -1.11690 3.079 2.414 1.370
H -1.11740 -2.22386 1.70496 0.083 0.229 1.057
H 2.00277 0.46960 -0.74215 -2.623 -0.957 -0.895
H 0.95492 -1.87477 -1.32111 0.270 0.223 0.336
H -0.93571 1.30597 -0.74110 -1.191 0.207 -0.663
H -0.59611 -1.28472 -1.35266 -2.193 0.115 -1.383
H 0.19155 2.38883 -0.05722 0.923 -0.790 -0.266
H 0.87640 0.60651 -2.16768 -0.248 -0.169 0.255
H -0.69151 1.89313 2.54240 0.919 -0.692 -1.034
```
Positions in Å, forces in eV/Å.

## Properties
* E: -361.92854 a.u.
* multiplicity: 3
* F_max: 0.08165 Eh/bohr
* net charge: +1
* energy relative to the best compared isomer or geometry (same formula, charge and spin): 312.3 kJ/mol

---

Molecular formula: C4H8NO2PS
Method: DFT, ωB97M-V with the def2-TZVPD basis set

XYZ file:
```
17
Properties=species:S:1:pos:R:3:forces:R:3
S -2.57752 0.35052 -0.05347 1.265 0.475 0.038
P -0.73898 1.18022 -0.79941 0.416 -3.648 1.317
O -0.54567 -2.96566 0.15497 -0.333 1.514 -0.110
O -0.09649 1.82455 0.53866 -0.415 -0.239 0.109
N 0.01724 -0.84702 -0.47494 0.615 2.571 -1.972
C 1.15910 -1.34338 -1.27531 -0.012 -1.238 1.803
C 1.05599 2.60809 0.56303 2.996 3.025 -0.853
C -1.84805 -1.05349 0.92392 -2.750 -0.277 0.409
C -0.74493 -1.73794 0.11629 -0.605 -1.365 1.444
H -1.56751 -0.70557 1.96306 -0.072 -0.501 -1.322
H 2.05325 2.12217 0.28509 -1.521 -0.316 0.824
H 1.11466 3.45986 -0.25124 -0.919 -1.353 1.426
H 1.60094 -0.43334 -1.59206 0.883 0.443 -0.938
H 1.91204 -1.89351 -0.56344 -1.435 0.858 -1.416
H 1.19400 3.14996 1.57963 -0.539 -1.243 -1.676
H -2.82372 -1.68292 0.98495 2.023 0.572 0.199
H 0.83565 -2.03254 -2.09974 0.401 0.722 0.719
```
Positions in Å, forces in eV/Å.

## Properties
* SMILES: COP1SCC(=O)N1C
* E: -1101.96149 a.u.
* multiplicity: 1
* F_max: 0.08444 Eh/bohr
* energy relative to the best compared isomer or geometry (same formula, charge and spin): 192.5 kJ/mol

---

Molecular formula: C4H8NO3
Method: DFT, ωB97M-V with the def2-TZVPD basis set

XYZ file:
```
16
Properties=species:S:1:pos:R:3:forces:R:3
O -3.03559 -2.04572 -0.04070 0.794 0.476 0.696
O 2.75233 1.24266 -1.23065 0.572 0.668 1.518
O -1.05726 -1.75025 -0.92703 3.171 -0.671 -1.527
N 1.01833 -0.14183 -1.27298 -0.388 0.770 7.695
C -1.93388 -1.42730 -0.16304 -4.456 0.397 1.426
C -1.93164 -0.00683 0.52424 1.970 -0.618 -0.771
C 1.73739 0.84954 0.94532 1.900 -1.810 0.425
C 1.90770 0.68533 -0.52894 -1.728 -1.978 -4.786
H -2.14788 -0.00991 1.58926 0.498 -0.082 0.117
H 0.74972 0.95338 1.28298 -1.484 -0.064 0.142
H 1.05891 -0.28146 -2.18807 1.149 0.018 -4.695
H -1.06704 0.62236 0.14924 -0.779 -0.692 0.980
H 2.26898 1.74784 1.17356 0.556 0.431 0.468
H 2.19524 -0.06110 1.50164 -0.632 1.559 -0.941
H -2.77581 0.40060 0.07248 -1.634 0.983 -0.724
H 0.26049 -0.77733 -0.88733 0.491 0.614 -0.024
```
Positions in Å, forces in eV/Å.

## Properties
* E: -437.75751 a.u.
* multiplicity: 1
* F_max: 0.15059 Eh/bohr
* net charge: -1
* energy relative to the best compared isomer or geometry (same formula, charge and spin): 126.0 kJ/mol

---

Molecular formula: C4H8NO3
Method: DFT, ωB97M-V with the def2-TZVPD basis set

XYZ file:
```
16
Properties=species:S:1:pos:R:3:forces:R:3
O -0.74546 2.24122 0.61206 1.199 0.135 -0.829
O 1.67414 1.47972 -0.24084 -0.549 -0.529 0.547
O -1.54617 -2.52020 -0.32640 -1.360 -0.355 0.862
N 0.13965 -1.05660 -0.64336 0.701 1.003 0.226
C 1.39288 0.51984 0.72388 -0.085 0.389 -0.861
C -0.63014 -2.06616 -0.96779 0.447 -1.162 -0.832
C -0.00242 -0.13505 0.48306 0.110 0.715 -0.668
C -1.04352 0.98830 0.07701 -0.036 -1.346 0.635
H -1.06539 0.96621 -1.01968 -0.108 0.289 0.020
H 2.17118 -0.29105 0.73334 -0.399 0.154 0.229
H 0.84304 -0.75933 -1.29505 0.220 0.146 -0.239
H 0.19600 2.33307 0.20690 -0.418 0.102 0.637
H 1.31087 0.92807 1.74293 0.256 0.098 0.256
H -0.35640 -0.68454 1.34557 -0.031 -0.246 0.223
H -0.32144 -2.60706 -1.89651 0.115 0.466 0.031
H -2.01684 0.66355 0.46487 -0.061 0.140 -0.237
```
Positions in Å, forces in eV/Å.

## Properties
* SMILES: O=CN[C@@H](C[O-])CO
* E: -437.71216 a.u.
* multiplicity: 1
* F_max: 0.03207 Eh/bohr
* net charge: -1
* energy relative to the best compared isomer or geometry (same formula, charge and spin): 245.0 kJ/mol

---

Q: Which value of F_max does entry 1 give?
A: 0.08741 Eh/bohr